Computed, not measured: 7 unconnected molecules or ions with the total composition C63H80ClF4I2N2O4S, with the ωB97M-V functional and the def2-TZVPD basis.

ORCA input file:
```
! wB97M-V def2-TZVPD RIJCOSX def2/J DEFGRID3
* xyz 1 1
C 0.97 8.54 -4.17
C -1.56 2.33 7.09
H 1.17 -9.77 -2.23
C -9.46 4.00 -3.22
H -8.57 4.55 -3.49
H 9.39 1.34 5.36
C 0.73 8.51 -2.80
C -2.58 5.21 -4.02
H -1.91 3.22 7.60
H 1.06 0.09 -0.44
C -1.03 5.29 -3.57
H -0.70 -0.89 7.71
H -1.21 -4.90 0.72
H -2.31 -0.34 1.60
H -12.76 4.47 -2.58
H -0.44 5.81 -4.41
H 4.17 -5.30 6.87
S -1.57 -7.92 1.77
C -1.48 -0.93 2.12
H -6.27 3.79 -3.19
H -5.93 1.16 -3.30
C 6.13 -0.71 5.76
C 4.54 -1.47 -4.09
H -4.83 0.49 -4.68
F -4.17 -7.76 1.07
H 3.49 -2.67 -5.54
C 2.11 -0.23 -0.78
H -5.03 2.57 -5.94
H -0.46 -5.63 3.02
F -3.25 -5.83 1.86
H 1.78 3.52 -3.87
C -3.42 4.69 -2.73
H -0.50 3.25 -4.48
H 0.54 2.04 -1.76
H 7.30 2.10 4.26
C 5.36 -0.36 -3.89
H 3.22 -0.60 8.13
C 4.80 -3.61 8.04
C -5.83 1.02 -4.44
C 2.17 -4.12 0.31
C 0.25 10.84 -4.25
H 5.69 -0.11 -2.89
H 4.17 0.87 -0.70
C -5.81 2.50 -5.08
H -1.52 1.13 8.87
C 0.73 9.70 -4.90
C 0.02 10.81 -2.87
H 0.82 -7.86 2.16
C -1.34 1.16 7.81
I 0.58 -2.85 3.70
H 5.18 -1.78 9.09
H 2.31 -3.79 1.40
F 0.27 -11.38 0.53
H -1.50 3.28 5.16
H 6.39 1.29 -4.82
H -10.48 0.84 -2.52
H 1.32 3.48 -0.76
H 2.16 -1.45 1.12
H -2.95 6.25 -4.36
O -1.79 -7.79 3.28
C -0.47 3.78 -3.45
I -2.41 -2.53 -0.56
H 3.60 2.92 -2.02
C -5.44 3.64 -3.98
C -10.68 4.66 -3.06
H 4.23 -2.07 -3.25
H -1.85 -1.17 3.19
H -6.84 2.79 -5.51
C 4.12 -1.80 -5.38
N -0.26 -4.69 1.11
H 0.07 11.75 -4.81
H -0.69 1.25 3.99
C -9.39 2.62 -3.03
H 5.22 -1.29 5.87
C 1.10 3.85 -3.00
H 9.38 -0.72 6.74
C -1.33 2.37 5.72
C -0.87 1.23 5.06
C 8.47 -0.39 6.25
H -0.35 11.69 -2.37
C -4.09 3.28 -3.14
H -4.26 5.42 -2.47
Cl -0.39 -5.88 -2.29
C 5.75 0.42 -4.97
C -1.29 -2.32 1.29
C 0.25 9.64 -2.15
H -3.36 2.65 -3.79
H 1.27 -5.63 2.44
H 1.91 -2.76 -1.56
H 5.22 0.78 4.52
H -2.69 4.51 -1.85
C 6.13 0.45 5.00
H 3.66 -3.08 -1.11
C 0.18 -5.74 2.08
H -6.72 0.45 -4.88
H 1.85 -5.97 -1.39
C 3.04 1.09 -0.70
C 0.12 -7.26 1.46
C 0.16 -8.65 -0.88
H 1.33 4.94 -2.71
H -4.32 2.63 -2.22
H -0.47 -0.35 2.16
C 4.53 -2.29 8.39
C 2.61 -2.89 -0.66
C 8.47 0.77 5.48
H -10.73 5.73 -3.22
C 4.52 -1.02 -6.46
C 7.30 1.19 4.85
H 1.34 7.65 -4.68
C 2.79 2.11 -1.95
H 5.66 -4.12 8.46
H 7.30 -2.04 6.98
H 0.06 9.62 -1.08
O -1.02 -8.79 -1.28
H 5.64 0.70 -7.10
C 3.96 -4.27 7.14
N 1.09 -9.80 -1.19
H 2.75 1.58 -2.96
C -11.75 2.57 -2.51
H -2.72 4.49 -4.91
F -2.81 -6.61 -0.35
H 2.98 -4.94 0.13
H 0.26 -3.86 -0.78
H -5.25 4.64 -4.53
C 3.43 -1.63 7.85
C 5.33 0.09 -6.26
C -0.44 -3.35 1.80
H 1.75 -1.77 6.52
H 4.20 -1.28 -7.46
C 0.68 -4.65 -0.05
C 1.36 2.87 -1.73
O -0.18 -11.78 -1.73
H -0.28 -0.83 5.27
C 0.80 -6.01 -0.89
H -12.64 2.02 -2.23
H 2.03 -0.49 -1.91
C 2.69 -1.47 0.10
C -2.98 -6.96 1.00
C -11.82 3.95 -2.71
C -0.64 0.06 5.78
H -1.01 5.86 -2.57
C -10.54 1.91 -2.67
H 0.91 9.72 -5.96
H 2.22 -4.12 5.89
H -1.06 3.16 -2.69
H 3.81 -1.24 0.25
O -1.72 -9.42 1.53
H 1.83 -7.67 0.13
C 2.60 -2.29 6.95
C 0.34 -11.05 -0.86
H -8.45 2.11 -3.15
H 0.92 7.60 -2.24
H 2.82 1.71 0.25
C 2.87 -3.61 6.59
C -0.88 0.02 7.15
C 0.72 -7.38 -0.03
C 7.30 -1.13 6.39
*
```

Results
E_HOMO ... -10.477 eV
Energy relative to the best compared isomer or geometry (same formula, charge and spin) ... 8.2761 eV
Kohn-Sham gap ... 6.49 eV